[1]
Below is C50H51BiIN3O7P2 as an isolated structure, with properties calculated with ωB97M-V/def2-TZVPD.

Structure (ORCA input):
```
! RIJCOSX wB97M-V def2-TZVPD def2/J DEFGRID3
* xyz 0 1
Bi -0.267 1.091 0.853
N -1.198 -0.896 1.994
C -0.231 -1.603 2.886
C 1.073 0.497 3.877
O 2.028 0.729 4.648
N 0.791 1.334 2.856
C 1.056 2.730 3.112
C 0.037 3.620 2.299
O -0.144 4.750 3.088
O -1.068 2.864 1.899
H -1.666 -1.551 1.363
H -1.935 -0.492 2.569
H -0.842 -2.406 3.377
H 0.505 -2.652 1.157
H 0.993 2.933 4.181
H 2.050 3.019 2.742
C -4.184 0.772 2.024
O -3.824 1.121 0.694
C -4.023 2.512 0.441
C -3.780 2.861 -1.021
O -2.438 3.179 -1.312
C -2.104 4.505 -0.904
H -5.204 1.112 2.268
H -3.507 1.239 2.767
H -4.161 -0.325 2.113
H -3.367 3.092 1.098
H -5.061 2.806 0.700
H -4.443 3.695 -1.339
H -4.058 1.986 -1.635
H -2.914 5.200 -1.132
H -1.208 4.796 -1.463
H -1.879 4.558 0.164
O 0.279 -2.088 -1.044
C 1.491 -2.771 -1.041
C 1.795 -3.893 -1.782
C 3.065 -4.475 -1.670
C 4.033 -3.902 -0.868
C 3.779 -2.733 -0.174
C 2.472 -2.216 -0.215
P 2.065 -0.637 0.590
C 3.388 -0.032 1.664
C 4.091 -0.839 2.555
C 5.119 -0.283 3.318
C 5.562 1.008 3.039
C 4.934 1.769 2.069
C 3.797 1.283 1.445
C 0.835 -2.279 2.125
C 0.156 -0.717 4.084
C 0.675 -1.515 5.227
C 1.362 -2.701 5.180
C 1.959 -3.351 4.083
C 1.828 -3.084 2.731
C -0.930 -2.771 -0.855
C -0.974 -4.061 -0.326
C -2.186 -4.693 -0.043
C -3.361 -4.050 -0.336
C -3.346 -2.785 -0.904
C -2.134 -2.136 -1.196
P -2.296 -0.489 -2.038
C -0.867 -0.089 -3.092
C -0.561 1.269 -3.242
C 0.460 1.655 -4.102
C 1.197 0.695 -4.776
C 0.935 -0.650 -4.560
C -0.102 -1.035 -3.746
C -3.438 -1.016 -3.330
C -4.618 -0.325 -3.576
C -5.550 -0.881 -4.449
C -5.301 -2.079 -5.081
C -4.093 -2.711 -4.898
C -3.168 -2.204 -4.005
H 1.052 -4.380 -2.407
H 3.314 -5.361 -2.241
H 5.025 -4.320 -0.823
H 4.559 -2.211 0.354
H 3.902 -1.915 2.590
H 5.580 -0.867 4.097
H 6.412 1.401 3.562
H 5.304 2.746 1.824
H 3.259 1.889 0.715
H -0.781 -0.234 4.431
H 0.556 -1.067 6.205
H 1.532 -3.164 6.151
H 2.619 -4.167 4.352
H 2.571 -3.555 2.079
H -0.051 -4.572 -0.093
H -2.184 -5.680 0.387
H -4.324 -4.512 -0.140
H -4.273 -2.301 -1.164
H -1.168 1.997 -2.696
H 0.649 2.707 -4.264
H 1.998 1.017 -5.429
H 1.523 -1.430 -5.021
H -0.301 -2.089 -3.587
H -4.784 0.643 -3.112
H -6.494 -0.384 -4.580
H -6.055 -2.480 -5.745
H -3.861 -3.634 -5.428
H -2.255 -2.740 -3.793
C 3.254 0.271 -1.617
O 2.123 0.340 -0.765
H 4.197 0.318 -1.045
H 3.222 1.106 -2.321
H 3.242 -0.664 -2.180
I -2.121 5.223 3.239
C 0.727 4.111 0.988
C 1.174 5.433 0.711
C 1.820 5.679 -0.486
C 1.970 4.670 -1.431
C 1.518 3.410 -1.100
N 0.961 3.171 0.085
H 1.029 6.223 1.426
H 2.175 6.687 -0.684
H 2.450 4.858 -2.386
H 1.557 2.561 -1.781
*
```

The LUMO energy (alpha / beta) is -0.023 / -0.023 Eh. The highest occupied orbital energy (alpha / beta) is -5.146 / -5.144 eV.

[2]
Below is C50H52CsN2O3P2STe as an isolated structure, with properties calculated with ωB97M-V/def2-TZVPD.

Structure (ORCA input):
```
! RIJCOSX wB97M-V def2-TZVPD def2/J DEFGRID3
* xyz -1 1
Cs 0.588 -0.155 -0.698
C 5.335 0.138 0.690
C 4.202 0.255 -0.319
O 3.189 -0.486 -0.069
C 4.383 1.122 -1.382
C 3.495 1.532 -2.470
C 4.024 2.672 -3.319
N 2.331 1.031 -2.722
N 1.663 1.646 -3.796
C 0.369 1.716 -3.660
O -0.367 1.323 -2.689
C -0.343 2.426 -4.793
C -1.728 2.554 -4.738
C -2.427 3.196 -5.753
C -1.745 3.721 -6.842
C -0.360 3.597 -6.905
C 0.333 2.955 -5.890
H 4.955 0.396 1.683
H 6.184 0.779 0.456
H 5.668 -0.903 0.727
H 5.329 1.649 -1.378
H 5.070 2.874 -3.087
H 3.439 3.577 -3.141
H 3.911 2.437 -4.376
H -2.226 2.137 -3.870
H -3.505 3.292 -5.695
H -2.287 4.224 -7.634
H 0.177 4.007 -7.752
H 1.410 2.851 -5.921
C -0.863 2.069 3.604
C -1.880 0.928 3.547
P -1.371 -0.443 2.419
C -2.711 -1.664 2.678
C -3.804 -1.501 3.522
C -4.799 -2.472 3.592
C -4.709 -3.620 2.821
C -3.625 -3.790 1.966
C -2.646 -2.815 1.888
C -0.002 -1.194 3.398
C -0.235 -1.846 4.612
C 0.808 -2.385 5.346
C 2.113 -2.277 4.875
C 2.359 -1.634 3.673
C 1.310 -1.095 2.933
P -0.287 2.717 1.947
C 0.405 4.313 2.544
C 1.394 4.294 3.528
C 1.992 5.467 3.960
C 1.627 6.684 3.400
C 0.662 6.714 2.404
C 0.057 5.539 1.979
C -1.878 3.243 1.195
C -2.853 3.924 1.929
C -4.050 4.304 1.349
C -4.293 4.011 0.010
C -3.335 3.338 -0.730
C -2.131 2.947 -0.144
H 0.039 1.724 4.117
H -1.269 2.892 4.196
H -2.828 1.307 3.152
H -2.062 0.552 4.558
H -3.897 -0.613 4.135
H -5.644 -2.327 4.254
H -5.483 -4.375 2.879
H -3.552 -4.678 1.351
H -1.822 -2.929 1.192
H -1.253 -1.944 4.975
H 0.607 -2.894 6.280
H 2.932 -2.700 5.443
H 3.369 -1.551 3.290
H 1.573 -0.634 1.986
H 1.711 3.349 3.955
H 2.756 5.431 4.727
H 2.099 7.600 3.730
H 0.380 7.655 1.949
H -0.692 5.575 1.197
H -2.664 4.175 2.967
H -4.791 4.833 1.936
H -5.226 4.309 -0.452
H -3.508 3.104 -1.773
H -1.436 2.410 -0.785
C 2.685 -4.905 -2.240
Te 2.885 -2.811 -1.737
C 2.767 -3.593 0.251
C 3.320 -4.991 0.165
C 3.870 -5.636 1.267
C 4.398 -6.914 1.151
C 4.375 -7.560 -0.078
C 3.820 -6.923 -1.180
C 3.291 -5.641 -1.070
H 3.194 -5.132 -3.176
H 1.630 -5.164 -2.348
H 1.725 -3.594 0.576
H 3.334 -2.938 0.907
H 3.895 -5.123 2.222
H 4.836 -7.399 2.014
H 4.795 -8.553 -0.182
H 3.806 -7.420 -2.143
O -2.137 -0.826 -1.010
S -2.904 -0.430 -2.235
C -4.388 -1.501 -2.252
C -3.976 -2.807 -2.909
C -3.163 -2.376 -4.125
C -2.136 -1.370 -3.615
H -5.151 -0.979 -2.835
H -4.703 -1.576 -1.212
H -4.835 -3.424 -3.178
H -3.349 -3.381 -2.223
H -3.823 -1.901 -4.856
H -2.675 -3.215 -4.625
H -1.767 -0.661 -4.354
H -1.279 -1.842 -3.131
*
```

The LUMO energy is 0.069 Eh. As for the energy relative to the best compared isomer or geometry (same formula, charge and spin): 0.2781 eV. The highest occupied orbital energy is -3.334 eV.

[3]
Below is C50H52GeN4OTc as an isolated structure, with properties calculated with ωB97M-V/def2-TZVPD.

Structure (ORCA input):
```
! RIJCOSX wB97M-V def2-TZVPD def2/J DEFGRID3
* xyz 0 4
Tc -0.747 0.430 0.032
C 1.272 -3.040 0.066
C 0.576 -3.411 1.375
C 0.679 -2.292 2.368
C 1.056 -2.508 3.686
C 1.170 -1.410 4.525
C 0.886 -0.148 4.036
C 0.448 -0.023 2.717
N 0.390 -1.084 1.917
N 0.528 -2.110 -0.768
C 1.400 -1.613 -1.815
C 0.717 -0.694 -2.791
C 1.233 -0.612 -4.076
C 0.659 0.243 -5.000
C -0.438 0.989 -4.589
C -0.897 0.838 -3.297
N -0.344 0.025 -2.391
C -0.687 -2.705 -1.303
C -1.919 -2.316 -0.520
C -3.086 -3.020 -0.732
C -4.229 -2.741 0.010
C -4.108 -1.785 1.017
C -2.917 -1.123 1.175
N -1.836 -1.280 0.362
H 1.481 -3.972 -0.493
H 2.233 -2.578 0.310
H 1.045 -4.307 1.785
H -0.478 -3.626 1.191
H 1.266 -3.506 4.043
H 1.481 -1.545 5.552
H 1.005 0.716 4.670
H 0.943 1.667 1.629
H 1.859 -2.445 -2.387
H 2.215 -1.055 -1.337
H 2.077 -1.230 -4.347
H 1.048 0.316 -6.002
H -0.939 1.663 -5.265
H -1.754 1.401 -2.971
H -0.608 -3.803 -1.336
H -0.825 -2.375 -2.337
H -3.100 -3.808 -1.471
H -5.146 -3.282 -0.152
H -4.935 -1.580 1.682
H -2.775 -0.424 1.986
C -3.929 1.274 -1.683
C -3.820 2.615 -0.949
C -3.771 2.365 0.555
C -2.694 3.504 -1.452
C -3.075 4.640 -2.148
C -2.162 5.542 -2.658
C -0.814 5.303 -2.460
C -0.367 4.198 -1.761
C 1.130 4.041 -1.572
C 1.676 2.741 -2.167
C 1.536 4.149 -0.101
C -1.304 3.259 -1.240
O -0.866 2.217 -0.589
H -4.840 0.766 -1.371
H -3.087 0.626 -1.437
H -3.979 1.417 -2.761
H -4.749 3.162 -1.153
H -2.842 1.862 0.829
H -4.605 1.729 0.840
H -3.842 3.301 1.096
H -4.130 4.828 -2.295
H -2.494 6.420 -3.190
H -0.093 6.001 -2.862
H 1.607 4.871 -2.108
H 1.320 1.882 -1.597
H 2.764 2.748 -2.127
H 1.367 2.634 -3.205
H 1.034 3.382 0.480
H 1.274 5.124 0.303
H 2.613 4.017 0.003
C 0.019 1.199 2.002
Ge -0.643 2.566 3.330
C -1.967 3.971 2.831
C -3.151 4.088 3.550
C -4.086 5.054 3.225
C -3.844 5.925 2.176
C -2.660 5.831 1.464
C -1.728 4.865 1.797
C 0.936 3.618 3.963
C 2.232 3.419 3.510
C 3.274 4.213 3.954
C 3.037 5.220 4.871
C 1.750 5.431 5.335
C 0.712 4.641 4.876
C -1.474 1.601 4.874
C -0.965 1.618 6.166
C -1.483 0.792 7.147
C -2.509 -0.089 6.847
C -3.045 -0.098 5.571
C -2.539 0.751 4.606
H -3.341 3.410 4.370
H -5.008 5.124 3.785
H -4.574 6.682 1.919
H -2.464 6.504 0.641
H -0.807 4.795 1.241
H 2.438 2.634 2.794
H 4.277 4.044 3.585
H 3.851 5.837 5.226
H 1.554 6.212 6.054
H -0.298 4.817 5.221
H -0.147 2.288 6.406
H -1.079 0.818 8.150
H -2.896 -0.753 7.606
H -3.852 -0.773 5.329
H -2.976 0.768 3.617
*
```

The LUMO energy (alpha / beta) is 0.015 / 0.004 Eh. The highest occupied orbital energy (alpha / beta) is -6.162 / -5.934 eV.

[4]
Below is C50H52N5O3RbS2 as an isolated structure, with properties calculated with ωB97M-V/def2-TZVPD.

Structure (ORCA input):
```
! RIJCOSX wB97M-V def2-TZVPD def2/J DEFGRID3
* xyz -2 1
Rb -0.691 0.441 -0.042
C -1.111 -2.306 -2.388
N 0.192 -1.658 -2.469
C 0.325 -0.863 -3.679
C -0.394 0.483 -3.607
N 0.344 1.482 -2.862
C -0.433 2.695 -2.643
C 1.670 1.785 -3.301
C 2.019 1.665 -4.644
C 3.299 1.951 -5.100
C 4.245 2.389 -4.182
C 3.903 2.531 -2.848
C 2.620 2.236 -2.349
S 2.273 2.426 -0.654
C 1.242 -2.601 -2.226
C 2.029 -3.063 -3.281
C 3.058 -3.975 -3.094
C 3.295 -4.459 -1.816
C 2.508 -4.025 -0.763
C 1.468 -3.094 -0.914
S 0.577 -2.601 0.509
H -1.264 -2.991 -3.242
H -1.917 -1.573 -2.389
H -1.174 -2.864 -1.457
H -0.053 -1.414 -4.560
H 1.383 -0.670 -3.847
H -1.356 0.361 -3.100
H -0.649 0.810 -4.633
H 0.135 3.366 -2.000
H -1.378 2.465 -2.146
H -0.665 3.212 -3.591
H 1.274 1.324 -5.354
H 3.548 1.829 -6.148
H 5.256 2.615 -4.503
H 4.642 2.867 -2.131
H 1.839 -2.697 -4.282
H 3.660 -4.295 -3.936
H 4.097 -5.166 -1.634
H 2.696 -4.388 0.241
N -0.475 -0.501 4.014
C 0.630 -1.091 4.549
C 0.637 -1.823 5.718
C 1.832 -2.397 6.198
C 3.014 -2.261 5.527
C 3.044 -1.514 4.320
C 4.208 -1.342 3.533
C 4.140 -0.622 2.378
C 2.909 -0.045 1.991
N 1.817 -0.177 2.700
C 1.869 -0.911 3.838
H -0.344 -0.212 3.056
H -1.390 -0.818 4.289
H -0.291 -1.967 6.261
H 1.800 -2.970 7.118
H 3.925 -2.721 5.892
H 5.137 -1.800 3.857
H 5.005 -0.488 1.742
H 2.840 0.529 1.071
C -3.192 -1.768 6.689
C -3.089 -1.989 5.204
C -2.446 -3.104 4.689
C -2.315 -3.305 3.319
C -1.593 -4.538 2.842
C -2.845 -2.344 2.437
C -2.726 -2.576 0.976
O -3.110 -1.798 0.129
C -3.499 -1.200 2.938
C -4.058 -0.111 2.063
C -3.611 -1.055 4.316
H -2.819 -2.630 7.242
H -4.227 -1.588 6.989
H -2.609 -0.895 6.990
H -2.016 -3.833 5.368
H -1.186 -5.078 3.697
H -0.770 -4.288 2.165
H -2.264 -5.213 2.306
H -2.271 -3.532 0.679
H -3.265 0.447 1.558
H -4.619 0.596 2.676
H -4.704 -0.508 1.282
H -4.105 -0.170 4.705
C -7.205 8.756 0.739
C -6.601 7.763 -0.221
C -7.079 7.701 -1.525
C -6.561 6.773 -2.418
C -5.531 5.943 -2.025
C -5.017 6.003 -0.724
N -3.987 5.136 -0.382
C -2.787 5.481 0.230
C -2.360 6.809 0.304
C -1.122 7.118 0.848
C -0.287 6.114 1.314
C -0.713 4.794 1.245
C -1.952 4.458 0.720
C -2.331 2.986 0.624
O -3.044 2.636 -0.360
O -1.874 2.226 1.503
C -5.589 6.893 0.203
C -5.166 6.859 1.645
H -7.880 9.432 0.213
H -6.438 9.356 1.233
H -7.777 8.258 1.526
H -7.867 8.378 -1.836
H -6.944 6.718 -3.430
H -5.084 5.242 -2.719
H -3.987 4.165 -0.705
H -2.991 7.593 -0.098
H -0.802 8.153 0.884
H 0.693 6.348 1.708
H -0.075 3.990 1.589
H -4.354 7.560 1.857
H -4.795 5.868 1.906
H -6.001 7.102 2.303
*
```

The LUMO energy is 0.137 Eh. As for the energy relative to the best compared isomer or geometry (same formula, charge and spin): 1.0333 eV. The highest occupied orbital energy is -1.510 eV.

Per-record E, eV: -103993.5845; -99072.1595; -119415.1671; -88618.4325